DFT (ωB97M-V/def2-TZVPD) results for an isolated molecule of C6H8ClN in a non-equilibrium geometry.

Summary:
SMILES string	N[C@@H]1C=CC=C1CCl
LUMO energy	0.55	eV
calculated total energy	-748.2780	Eh

Each line ends with the Mulliken charge.
Cartesian coordinates (Å):
1 C 1.321 -0.552 0.726  -0.672
2 C -0.845 0.814 -0.229  0.622
3 H -1.400 2.800 0.011  0.309
4 H 1.634 -0.092 1.772  0.319
5 H 1.873 -1.606 0.899  0.274
6 H -0.649 -2.423 0.814  0.416
7 N -0.907 2.035 0.665  -0.753
8 Cl 2.444 0.022 -0.497  -0.202
9 H -0.281 1.208 -1.117  0.245
10 C -0.205 -0.388 0.378  0.013
11 H -3.120 -1.769 -0.361  0.447
12 C -0.961 -1.476 0.378  -0.415
13 H -2.987 0.741 -1.003  0.241
14 C -2.112 0.130 -0.635  -0.599
15 C -2.257 -1.146 -0.297  -0.520
16 H 0.085 2.241 0.860  0.275